# 1
{
  "formula": "C18H27BIN2O6PS",
  "method": "ωB97M-V with the def2-TZVPD basis set",
  "multiplicity": 1,
  "smiles": "CC[C@@H](I)[C@H]1OS(=O)(=O)O[C@]1(B(O)OC)P(C)C.c1ccncc1.c1ccncc1",
  "e_tot_ev": -63268.6590,
  "gap_ha": 0.30679,
  "homo_energy_ev": -8.08,
  "charge": 0,
  "elements": ["H", "C", "O", "H", "C", "H", "H", "H", "C", "C", "O", "C", "B", "C", "C", "H", "C", "C", "O", "H", "H", "H", "H", "N", "C", "H", "C", "S", "H", "O", "H", "H", "H", "O", "H", "H", "C", "C", "H", "C", "C", "H", "H", "H", "C", "I", "C", "H", "C", "H", "H", "N", "P", "O", "H", "H", "H"],
  "xyz": [[-0.978, 7.317, -0.196], [-1.320, -2.540, -0.775], [0.308, -1.971, 2.458], [-2.643, 5.337, 3.220], [3.223, -0.615, 1.978], [-1.183, -1.536, -1.198], [-4.608, 0.487, -2.854], [-0.559, 3.203, -2.768], [1.648, -1.199, -0.095], [-3.681, 2.260, -3.650], [2.297, -1.337, -1.422], [0.123, -5.271, -0.526], [0.897, -3.045, 1.748], [-1.360, 6.432, 0.299], [-1.475, 2.629, -2.817], [-1.821, -2.551, 0.208], [1.602, -2.672, 0.374], [-2.285, 5.336, 2.197], [0.860, -4.340, 2.299], [-1.421, -3.225, 2.606], [-1.969, 3.149, -0.170], [-0.088, -5.859, -1.428], [3.626, 0.294, 2.471], [-2.343, 4.155, 1.573], [-1.068, -2.201, 2.808], [1.842, 0.691, 0.981], [-1.622, 1.469, -2.074], [3.205, -2.736, -1.487], [-0.822, 1.114, -1.431], [4.641, -2.360, -1.592], [4.089, -2.612, 1.928], [-2.000, -3.080, -1.465], [1.080, -4.215, 3.224], [2.936, -3.582, -2.680], [0.716, -0.685, -0.363], [-1.683, -1.504, 2.201], [4.442, -1.575, 1.776], [-2.529, 3.029, -3.622], [-4.525, 2.539, -4.267], [-1.807, 6.496, 1.609], [-1.409, 5.218, -0.368], [-1.207, -1.897, 3.859], [-0.720, -5.404, 0.189], [-1.068, 5.129, -1.390], [-1.908, 4.117, 0.310], [3.974, 0.931, -0.611], [-3.728, 1.119, -2.866], [2.511, -1.033, 2.716], [2.534, -0.117, 0.678], [4.950, -1.469, 0.806], [1.017, -5.626, 0.016], [-2.723, 0.712, -2.084], [0.315, -3.443, -0.852], [2.780, -3.417, -0.011], [-1.786, 7.425, 2.162], [-2.454, 3.929, -4.219], [5.177, -1.397, 2.584]],
  "nbo_charge": [0.217, -0.935, -0.744, 0.193, -0.456, 0.251, 0.195, 0.223, 0.049, -0.256, -0.673, -0.931, 1.144, -0.170, -0.255, 0.216, -0.362, 0.033, -0.911, 0.188, 0.196, 0.253, 0.220, -0.416, -0.263, 0.227, 0.022, 2.398, 0.186, -0.880, 0.206, 0.255, 0.501, -0.855, 0.237, 0.187, -0.637, -0.167, 0.223, -0.262, -0.255, 0.194, 0.221, 0.215, 0.028, 0.119, 0.037, 0.229, -0.308, 0.242, 0.265, -0.425, 0.776, -0.638, 0.221, 0.220, 0.214]
}

***

# 2
{
  "formula": "C22H27AlCl51O3",
  "method": "ωB97M-V with the def2-TZVPD basis set",
  "multiplicity": 1,
  "e_tot_ev": -674634.0510,
  "gap_ha": 0.23627,
  "homo_energy_ev": -5.11,
  "charge": -1,
  "de_lowest_kcal_mol": 0.00,
  "elements": ["C", "Cl", "C", "C", "Cl", "Cl", "Cl", "C", "Cl", "H", "Cl", "Cl", "Cl", "Cl", "C", "H", "Cl", "H", "Cl", "O", "C", "Cl", "Cl", "Cl", "C", "H", "Cl", "C", "Cl", "Cl", "Cl", "Cl", "Al", "H", "Cl", "Cl", "Cl", "Cl", "Cl", "H", "C", "Cl", "H", "Cl", "Cl", "C", "H", "H", "H", "O", "H", "Cl", "Cl", "H", "Cl", "Cl", "C", "C", "Cl", "H", "Cl", "C", "C", "Cl", "H", "C", "C", "Cl", "H", "H", "H", "Cl", "Cl", "Cl", "H", "C", "Cl", "H", "C", "Cl", "C", "Cl", "H", "Cl", "C", "Cl", "Cl", "H", "H", "Cl", "Cl", "Cl", "C", "H", "H", "H", "O", "C", "Cl", "Cl", "H", "Cl", "Cl", "H"],
  "xyz": [[5.633, 3.966, -1.612], [3.859, -5.634, -2.424], [-0.306, 1.495, 8.716], [9.611, -0.458, -3.798], [-2.610, 1.824, -3.561], [-2.029, -0.324, -1.525], [-2.927, 5.487, 1.773], [-5.463, -1.197, -6.362], [-5.401, 3.090, 3.649], [0.229, -0.068, 0.077], [-5.852, -8.200, 0.796], [-1.244, 0.128, 9.338], [-5.656, -6.720, -10.151], [11.557, 3.965, 1.824], [-7.186, -0.886, 6.318], [-3.694, -7.317, 1.043], [-4.957, -6.826, 3.786], [-1.343, 2.399, 3.151], [9.572, -2.126, -3.220], [0.676, 2.009, 5.222], [-2.731, 1.599, -5.304], [-1.957, 0.086, -5.787], [-4.683, -1.725, -4.867], [-2.634, -5.811, 2.366], [-4.223, 4.968, 0.697], [4.239, 1.670, 4.966], [2.666, -3.047, -1.853], [2.714, 3.416, 2.568], [1.474, 1.901, 0.238], [-4.794, -2.087, -7.735], [-1.386, -2.915, -2.666], [-1.375, 2.772, 8.142], [4.726, 2.924, 2.641], [-3.303, -5.358, 4.563], [-7.872, -3.423, -2.348], [9.408, 3.279, -4.086], [-6.204, -1.047, 4.857], [8.742, 0.608, -2.697], [-5.248, 6.335, 0.245], [-5.935, -4.370, -3.261], [5.007, 1.624, 4.193], [0.792, 2.107, 9.953], [-0.053, 1.147, 2.999], [-4.130, -2.298, -1.892], [-8.089, 0.629, 6.292], [1.211, 0.235, -0.262], [2.191, 2.486, 2.330], [-2.802, -1.254, -3.511], [9.059, 4.327, -6.146], [0.930, 3.968, 4.339], [-6.522, -0.871, 7.171], [1.247, 0.090, -2.023], [2.407, -0.832, 0.467], [3.834, -4.454, -0.401], [-4.422, 1.620, -5.826], [-7.173, -6.225, -2.556], [9.880, 4.430, 1.481], [2.224, 4.128, 3.791], [9.554, 4.348, -0.252], [-5.255, -0.144, -6.508], [8.940, -0.351, -5.430], [-2.607, -1.651, -2.523], [-5.761, -6.514, -8.399], [-7.211, -1.409, -6.276], [0.284, 1.150, 7.876], [-3.828, -5.476, 3.625], [-4.374, 1.714, 4.068], [-3.072, 2.209, 5.152], [-2.215, 2.415, -5.793], [-4.979, 0.980, 4.583], [5.995, 1.828, 4.610], [7.133, 4.874, -4.940], [9.767, 6.081, -4.767], [6.907, 2.738, -1.727], [2.552, 4.088, 1.721], [0.470, 2.676, 4.318], [1.702, -5.416, -0.491], [-6.781, -6.713, -8.097], [3.112, -4.613, -1.190], [-7.532, -4.620, -4.960], [-6.986, -4.632, -3.281], [-3.564, 4.181, -0.740], [0.097, 2.685, 2.235], [-5.362, -4.856, -7.941], [-0.286, 2.198, 3.117], [6.134, 5.314, -0.593], [4.143, 3.252, -1.007], [4.997, 2.067, 1.298], [-4.831, 4.249, 1.227], [-4.690, -3.979, 3.279], [-3.497, -8.736, -0.820], [8.754, 3.419, 2.370], [8.868, 4.601, -5.118], [5.009, 0.594, 3.831], [10.643, -0.139, -3.836], [5.657, 4.226, 2.738], [2.888, 4.887, 4.318], [-4.327, -7.547, 0.190], [-3.733, 0.960, 2.603], [-4.604, -6.054, -0.702], [9.743, 5.454, 1.801], [-4.708, -7.665, -7.572], [-8.275, -2.262, 6.489], [5.449, 4.346, -2.607]],
  "lowdin_charge": [-1.513, 0.515, -1.545, -1.542, 0.537, 0.513, 0.535, -1.536, 0.548, -0.025, 0.503, 0.500, 0.518, 0.492, -1.528, -0.105, 0.534, 0.003, 0.525, 0.167, -1.460, 0.567, 0.553, 0.585, -1.570, -0.028, 0.498, -0.235, 0.625, 0.497, 0.554, 0.515, 0.217, 0.014, 0.523, 0.496, 0.560, 0.477, 0.518, -0.023, -0.248, 0.527, 0.093, 0.510, 0.536, -1.510, -0.040, -0.118, 0.009, 0.079, 0.017, 0.490, 0.536, 0.015, 0.617, 0.509, -1.546, -0.559, 0.485, -0.128, 0.513, -1.566, -1.540, 0.536, 0.006, -1.502, -1.531, 0.574, 0.018, -0.094, -0.036, 0.545, 0.522, 0.446, 0.052, -0.575, 0.510, 0.009, -1.546, 0.505, -1.557, 0.508, 0.022, 0.468, -0.026, 0.521, 0.505, -0.105, -0.050, 0.530, 0.531, 0.544, -1.529, -0.033, 0.012, -0.101, 0.153, -1.574, 0.547, 0.496, 0.012, 0.522, 0.534, -0.030]
}

***

# 3
{
  "formula": "CH5N3OS",
  "method": "ωB97M-V with the def2-TZVPD basis set",
  "multiplicity": 1,
  "smiles": "[H]/N=C(/NO)NS",
  "e_tot_ev": -18467.2268,
  "gap_ha": 0.34169,
  "homo_energy_ev": -9.00,
  "charge": 0,
  "de_lowest_kcal_mol": 73.98,
  "elements": ["O", "H", "N", "C", "H", "H", "H", "H", "N", "S", "N"],
  "xyz": [[0.489, 1.865, 0.468], [-0.130, 2.604, -0.005], [1.940, -1.140, -0.205], [0.797, -0.502, 0.032], [1.857, 1.042, -0.728], [-2.468, 0.683, 0.600], [1.915, -2.179, 0.049], [-0.510, -1.751, 1.131], [-0.291, -0.924, 0.673], [-1.661, -0.261, -0.308], [0.810, 0.903, -0.476]],
  "nbo_charge": [-0.572, 0.468, -0.741, 0.526, 0.374, 0.139, 0.341, 0.419, -0.720, 0.120, -0.354]
}

***

# 4
{
  "formula": "C8H10F12NO5P3",
  "method": "ωB97M-V with the def2-TZVPD basis set",
  "multiplicity": 1,
  "e_tot_ev": -80660.7977,
  "gap_ha": 0.26149,
  "homo_energy_ev": -9.52,
  "charge": 0,
  "elements": ["C", "F", "F", "H", "H", "C", "P", "F", "F", "F", "N", "H", "H", "C", "H", "F", "F", "H", "C", "H", "O", "C", "F", "H", "O", "F", "F", "C", "F", "O", "C", "H", "H", "F", "P", "O", "P", "C", "O"],
  "xyz": [[0.184, 2.512, 1.952], [-0.122, 2.535, -1.627], [2.751, -0.157, -3.534], [-2.287, -1.924, -1.436], [-1.065, -2.348, -0.203], [-3.013, -0.632, 1.649], [-0.415, 0.230, 0.707], [-4.602, 1.607, -0.436], [4.720, 0.142, -3.933], [3.441, -0.912, -1.561], [-0.282, 1.970, 0.693], [-3.091, -1.214, 0.712], [-1.619, 0.603, 2.773], [-3.891, 1.627, 0.689], [2.791, 0.406, -0.139], [3.030, -2.343, -3.208], [-2.021, 0.454, -1.473], [-3.415, -1.290, 2.453], [0.460, 2.479, -0.428], [-1.055, -1.076, 2.661], [2.765, 0.254, 0.837], [-3.982, 0.552, 1.558], [5.374, -1.038, -2.159], [-0.631, -2.240, -2.001], [-0.422, 3.326, 2.477], [1.282, 2.051, 2.558], [-5.081, 0.521, 2.381], [-1.212, -1.821, -1.163], [-3.131, 2.685, 0.854], [1.637, -1.251, 2.632], [-0.948, -0.291, -0.996], [-0.095, -0.041, -1.677], [1.927, -2.183, 2.544], [4.856, -2.076, -4.063], [4.039, -1.068, -3.085], [1.593, -1.876, 0.168], [1.529, -0.742, 1.094], [-1.544, -0.270, 2.081], [1.546, 2.836, -0.352]],
  "nbo_charge": [0.965, -0.280, -0.611, 0.244, 0.228, -0.467, 1.233, -0.269, -0.590, -0.632, -0.824, 0.233, 0.288, 0.747, 0.554, -0.596, -0.336, 0.267, 0.958, 0.296, -0.939, 0.132, -0.591, 0.285, -0.434, -0.288, -0.305, -0.645, -0.263, -0.967, -0.080, 0.269, 0.538, -0.589, 2.623, -1.029, 2.087, -0.746, -0.465]
}

***

# 5
{
  "formula": "C22H58FN10O10P4S2",
  "method": "ωB97M-V with the def2-TZVPD basis set",
  "multiplicity": 1,
  "e_tot_ev": -120663.6725,
  "gap_ha": 0.19250,
  "homo_energy_ev": -9.72,
  "charge": 1,
  "elements": ["N", "O", "H", "H", "C", "H", "N", "H", "H", "H", "P", "H", "H", "H", "C", "H", "C", "H", "H", "P", "H", "C", "C", "O", "N", "H", "C", "H", "H", "S", "N", "C", "C", "H", "H", "C", "H", "N", "H", "F", "H", "H", "H", "C", "N", "H", "N", "H", "P", "H", "S", "O", "O", "C", "H", "H", "O", "H", "C", "H", "O", "H", "H", "H", "C", "H", "H", "H", "C", "H", "H", "C", "H", "H", "H", "H", "H", "O", "H", "H", "N", "H", "H", "C", "H", "O", "H", "C", "H", "O", "H", "C", "P", "N", "C", "C", "H", "O", "H", "H", "C", "H", "N", "H", "H", "C", "H"],
  "xyz": [[2.959, -4.078, -6.948], [0.296, 1.950, 6.527], [1.224, -3.609, -3.661], [1.728, 3.932, 5.942], [-2.252, 0.878, -0.409], [4.905, -3.613, -6.285], [-1.914, 1.359, 1.023], [-2.335, 1.565, 5.743], [-0.285, 4.225, 2.423], [3.329, -3.599, -8.995], [0.443, -0.028, 2.061], [-1.964, 2.024, -3.870], [0.476, 3.792, 4.697], [2.893, -5.291, -8.673], [-0.830, -3.645, -8.309], [-1.148, -2.788, -7.720], [0.364, -5.703, -8.257], [3.011, -5.314, -4.480], [1.287, 1.766, -2.044], [1.322, -3.589, -6.676], [-0.783, -0.414, -3.217], [-1.370, 5.110, 6.224], [-1.120, 1.712, -3.242], [-4.439, 2.034, 0.698], [-0.595, 3.951, 8.979], [2.729, 0.239, -4.220], [1.184, -3.640, -0.964], [0.169, -5.032, -3.517], [1.480, 4.092, 9.378], [-3.563, 1.663, 1.729], [3.108, -2.699, -0.688], [0.214, 1.805, -3.996], [3.907, -3.172, -6.314], [-1.858, 4.705, 5.327], [-0.351, -3.654, -4.476], [-1.841, 3.971, 9.735], [0.460, 4.777, 10.633], [0.150, -4.444, -7.580], [-2.480, 0.066, -2.868], [-4.024, 0.256, 2.226], [-0.429, -3.277, -9.262], [0.301, 2.843, -4.350], [-2.757, 0.527, 8.670], [-1.764, 0.863, 8.365], [-1.835, 2.172, 7.726], [-1.137, -0.896, -0.916], [-0.226, 4.318, 6.614], [0.882, 1.502, 3.461], [-0.271, 2.902, 7.574], [2.223, 2.270, -3.439], [3.046, -0.400, -1.935], [1.141, -2.420, -1.601], [1.102, -0.534, 0.863], [0.794, 4.357, 5.583], [-2.703, 4.122, 9.092], [-3.682, 1.644, 6.899], [1.252, 1.243, 2.590], [4.473, -4.727, -8.241], [0.524, -4.254, -4.197], [-1.819, 4.822, 10.423], [1.337, -2.325, -7.519], [-1.075, 2.437, -2.410], [-1.152, 0.914, 9.274], [-0.585, -6.232, -8.384], [-2.746, 2.121, 6.599], [-2.111, 5.192, 7.019], [-0.111, 0.605, -1.010], [-3.066, 0.153, -0.302], [2.049, 0.147, -3.364], [0.075, -1.884, 2.974], [2.552, -6.341, -5.851], [2.360, -1.919, -1.390], [3.963, -2.206, -6.831], [3.615, -2.979, -5.273], [1.004, -6.378, -7.689], [1.015, 5.384, 5.281], [-1.999, 3.065, 10.329], [0.610, -1.117, 3.235], [1.724, -6.519, -4.325], [-1.854, -0.688, 1.634], [1.140, -4.830, -5.399], [0.798, -5.558, -9.254], [-2.561, 1.742, -1.002], [1.460, 1.556, -3.103], [-1.063, 6.135, 5.999], [0.392, 2.864, 0.183], [-3.028, 3.119, 6.268], [-1.368, 0.250, 1.930], [0.915, 2.042, 0.283], [-3.450, 2.514, 2.837], [-2.671, 3.776, -0.011], [3.423, -4.426, -8.281], [-0.968, 2.922, 1.014], [-1.771, 4.065, 0.361], [2.170, -5.782, -5.002], [-1.424, 0.279, -2.664], [-1.724, -4.237, -8.518], [-0.697, 3.344, 2.527], [0.239, 1.201, -4.913], [-1.321, 0.107, 7.706], [-1.103, 0.177, -1.142], [-1.741, 0.451, 2.949], [2.326, -3.795, -0.424], [0.603, 3.014, 10.479], [1.291, -0.579, -3.676], [0.540, 3.953, 9.922], [0.390, -4.369, -0.915]],
  "lowdin_charge": [-0.350, -0.330, 0.054, 0.077, -0.151, 0.085, -0.271, 0.068, 0.118, 0.089, 0.435, 0.115, 0.047, 0.056, -0.143, 0.066, -0.133, 0.082, 0.066, 0.724, 0.101, -0.125, -0.183, -0.163, -0.289, 0.083, -0.190, 0.078, 0.080, 0.647, 0.046, -0.192, -0.145, 0.073, 0.082, -0.128, 0.082, -0.323, 0.117, -0.077, 0.085, 0.114, 0.085, -0.141, -0.349, 0.116, -0.314, 0.097, 0.745, 0.114, 1.014, -0.015, -0.224, -0.144, 0.071, 0.086, -0.086, 0.084, -0.151, 0.093, -0.308, 0.099, 0.079, 0.082, -0.127, 0.075, 0.074, 0.139, -0.448, 0.100, 0.073, -0.730, 0.080, 0.069, 0.071, 0.088, 0.082, -0.070, 0.089, 0.126, -0.286, 0.082, 0.116, -0.247, 0.086, -0.079, 0.058, -0.168, 0.072, -0.165, 0.002, -0.115, 0.510, -0.078, -0.126, -0.150, 0.080, -0.129, 0.124, 0.078, -0.173, 0.107, 0.053, 0.079, 0.068, -0.134, 0.132]
}

***

# 6
{
  "formula": "C3H11NO3",
  "method": "ωB97M-V with the def2-TZVPD basis set",
  "multiplicity": 1,
  "smiles": "CNC(C)=O.O.O",
  "e_tot_ev": -10921.3499,
  "gap_ha": 0.38382,
  "homo_energy_ev": -10.01,
  "charge": 0,
  "de_lowest_kcal_mol": 38.18,
  "elements": ["H", "H", "H", "O", "H", "O", "C", "C", "H", "H", "O", "H", "C", "H", "H", "H", "H", "N"],
  "xyz": [[-1.737, -2.173, 1.603], [-3.339, -2.233, 1.613], [-0.213, 2.591, 1.396], [0.233, -2.624, 1.357], [-0.839, 2.359, -0.171], [0.883, 0.225, 1.506], [0.756, 0.686, -2.135], [0.062, 2.190, 0.394], [0.689, 1.777, -2.315], [1.680, 0.279, -2.855], [-2.569, -1.668, 1.597], [0.466, -1.677, 1.335], [0.714, 0.791, 0.380], [-0.103, 0.161, -2.663], [0.582, 2.867, -0.130], [1.225, -0.812, -0.714], [0.624, -2.926, 0.547], [0.887, 0.187, -0.746]],
  "nbo_charge": [0.501, 0.467, 0.252, -0.962, 0.234, -0.675, -0.431, -0.717, 0.228, 0.207, -0.977, 0.497, 0.680, 0.211, 0.216, 0.403, 0.456, -0.588]
}